1.
{"formula": "C14H19NO6", "method": "wB97M-V/def2-TZVPD", "e_lumo_ev": 0.48, "spin_multiplicity": 1, "smiles": "CCOc1c(N)c2c(c(OCC)c1OCC)[C@@H](O)OC2=O", "charge": 0, "elements": ["C", "C", "O", "C", "C", "N", "C", "C", "C", "O", "C", "C", "C", "O", "C", "C", "C", "O", "O", "C", "O", "H", "H", "H", "H", "H", "H", "H", "H", "H", "H", "H", "H", "H", "H", "H", "H", "H", "H", "H"], "xyz": [[-1.49210, 2.33005, -3.54947], [-0.60531, 2.23433, -2.29713], [-1.41222, 1.74547, -1.22986], [-0.98381, 0.54320, -0.66348], [-1.56814, -0.69610, -1.01457], [-2.65994, -0.63955, -1.87789], [-1.09482, -1.88563, -0.51613], [-0.06089, -1.92282, 0.40794], [0.51736, -0.72539, 0.80434], [1.46965, -0.84758, 1.80778], [1.16956, -0.13928, 3.03357], [0.29398, -1.00145, 3.91939], [0.07545, 0.48715, 0.26229], [0.68127, 1.69699, 0.53798], [2.10508, 1.73446, 0.26831], [2.43006, 3.05192, -0.49461], [0.27175, -3.34929, 0.71304], [0.00182, -3.72865, 2.06705], [-0.67273, -4.10516, -0.05609], [-1.49132, -3.25419, -0.75134], [-2.39855, -3.58259, -1.52433], [-0.85385, 2.50129, -4.44535], [-2.23205, 3.12983, -3.44468], [-1.98191, 1.39649, -3.74770], [-0.16363, 3.18391, -1.98420], [0.25528, 1.58778, -2.52903], [-3.26022, 0.17787, -1.82279], [-3.14814, -1.50097, -2.08697], [0.70107, 0.83432, 2.87638], [2.11625, -0.01583, 3.54006], [0.81412, -1.90171, 4.29522], [-0.11536, -0.41712, 4.76274], [-0.54354, -1.38860, 3.34864], [2.46508, 0.83659, -0.28269], [2.66767, 1.77261, 1.20829], [2.09503, 2.94657, -1.53874], [3.50860, 3.22309, -0.54142], [1.92984, 3.91199, -0.03767], [1.31088, -3.54256, 0.51535], [-0.14123, -4.68145, 2.06774]]}

***

2.
{"formula": "C3H3IO2", "method": "wB97M-V/def2-TZVPD", "e_lumo_ev": [-1.99, -0.40], "spin_multiplicity": 1, "charge": 0, "elements": ["C", "C", "C", "O", "O", "I", "H", "H", "H"], "xyz": [[0.23190, 0.65699, 1.44798], [0.58149, -0.32798, 0.61047], [-0.20944, -1.16280, -0.06837], [-0.94716, -1.66948, -0.79138], [0.02995, 0.79588, -2.18481], [-1.39709, -0.14559, -3.09851], [0.90536, 1.21400, 1.98957], [-0.80808, 1.20425, 1.44152], [1.61308, -0.56528, 0.65353]]}

***

3.
{"formula": "C20H46Br12N2O2", "method": "wB97M-V/def2-TZVPD", "e_lumo_ev": 0.16, "spin_multiplicity": 1, "smiles": "COC[C@H](C)N.COC[C@H](C)N.BrCCBr.BrCCBr.BrCCBr.BrCCBr.BrCCBr.BrCCBr", "charge": 0, "elements": ["C", "O", "C", "C", "C", "N", "H", "H", "H", "H", "H", "H", "H", "H", "H", "H", "H", "C", "O", "C", "C", "C", "N", "H", "H", "H", "H", "H", "H", "H", "H", "H", "H", "H", "Br", "C", "C", "Br", "H", "H", "H", "H", "Br", "C", "C", "Br", "H", "H", "H", "H", "Br", "C", "C", "Br", "H", "H", "H", "H", "Br", "C", "C", "Br", "H", "H", "H", "H", "Br", "C", "C", "Br", "H", "H", "H", "H", "Br", "C", "C", "Br", "H", "H", "H", "H"], "xyz": [[-1.72973, 1.58602, -1.98707], [-1.42124, 0.75019, -0.92931], [-0.11389, 0.82140, -0.37719], [0.06620, -0.17382, 0.83317], [-1.13710, -0.42698, 1.82506], [1.25070, 0.09833, 1.63670], [-2.58386, 1.09036, -2.44846], [-0.99372, 1.72517, -2.77892], [-2.03062, 2.59513, -1.70555], [0.69878, 0.68243, -1.09016], [0.00216, 1.80561, 0.07664], [0.31709, -1.16072, 0.44438], [-1.24589, 0.53664, 2.32274], [-0.93743, -1.31172, 2.42960], [-2.06848, -0.66077, 1.30934], [1.20662, 0.90547, 2.24224], [1.41134, -0.65575, 2.28914], [0.70641, 2.50358, 7.51139], [0.55438, 3.44756, 6.43794], [1.67730, 4.29342, 6.04932], [1.19708, 5.73015, 5.75701], [2.28706, 6.63722, 5.11562], [0.72900, 6.40754, 6.99466], [1.56007, 1.82741, 7.46508], [-0.17436, 1.86340, 7.56218], [0.69480, 3.07642, 8.43865], [2.53706, 4.35729, 6.71628], [2.13431, 3.92681, 5.13017], [0.34243, 5.60177, 5.09276], [3.10105, 6.86907, 5.80248], [1.77199, 7.46757, 4.63259], [2.48452, 6.06834, 4.20705], [-0.00324, 7.07918, 6.81353], [0.19547, 5.67055, 7.43316], [0.12444, -5.43945, -8.16667], [1.07551, -4.77912, -6.61300], [1.46287, -3.26375, -6.88620], [2.21941, -2.39301, -5.31394], [1.85249, -5.53396, -6.49216], [0.48122, -4.86375, -5.70319], [0.54710, -2.76036, -7.19618], [2.22197, -3.18815, -7.66475], [0.47495, -4.24103, 6.80402], [-0.69762, -5.74484, 6.18223], [0.06471, -6.74883, 5.34697], [1.21504, -5.80352, 3.99742], [-1.56180, -5.20342, 5.79733], [-0.98288, -6.22743, 7.11702], [-0.63007, -7.39782, 4.81389], [0.69422, -7.39048, 5.96348], [4.61094, -5.76825, -1.37767], [5.74173, -4.14118, -1.01235], [6.78054, -4.52089, 0.05172], [7.85318, -2.88268, 0.49856], [5.00968, -3.39626, -0.70042], [6.26633, -3.72324, -1.87154], [7.37414, -5.32584, -0.38161], [6.20120, -4.86803, 0.90727], [6.17358, 4.20993, -0.00989], [4.70747, 4.19781, -1.33115], [3.69897, 5.28366, -1.06127], [2.32031, 5.43636, -2.54206], [4.32549, 3.17710, -1.34972], [5.11445, 4.21539, -2.34216], [4.22664, 6.23606, -1.01024], [3.15152, 4.98745, -0.16648], [-4.32107, 0.97189, -8.35009], [-5.55261, 0.50434, -9.90049], [-6.91656, 1.02962, -9.52909], [-6.84559, 3.03882, -9.76336], [-5.60415, -0.55815, -10.13832], [-5.06191, 0.92682, -10.77731], [-7.25070, 0.98308, -8.49262], [-7.54222, 0.58696, -10.30414], [-7.99400, -2.26448, 0.61429], [-7.60829, -2.78471, -1.22227], [-6.26001, -2.34880, -1.80999], [-5.92029, -2.99110, -3.70045], [-8.41043, -2.34824, -1.81739], [-7.74531, -3.84751, -1.42173], [-5.44601, -2.79695, -1.24019], [-6.12482, -1.27430, -1.68633]]}